Molecular formula: C2H2FOP
Method: DFT, ωB97M-V/def2-TZVPD

E_HOMO (alpha / beta) = -9.1 / -9.1 eV
calculated total energy = -16153.2472 eV
gap between HOMO and LUMO (alpha / beta) = 6.18 / 6.16 eV

```
! wB97M-V def2-TZVPD RIJCOSX def2/J DEFGRID3
* xyz 0 1
C -0.006 -0.061 0.379
C -0.029 -0.399 -0.940
O -1.172 -1.779 -1.206
F 0.322 0.117 -2.046
P 0.889 1.416 0.766
H -0.665 -0.714 0.892
H 0.661 1.420 2.154
*
```

Here are the Löwdin charges for atoms 1 to 6, given in e: atom 1 (C): -0.4319, atom 2 (C): -0.3383, atom 3 (O): -0.2587, atom 4 (F): 0.1572, atom 5 (P): 0.9536, atom 6 (H): 0.0603

Molecular formula: C2H2FOPd
Method: DFT, ωB97M-V/def2-TZVPD

E_HOMO (alpha / beta) = -13.8 / -16.5 eV
calculated total energy = -10335.7512 eV
gap between HOMO and LUMO (alpha / beta) = 7.10 / 8.73 eV

```
! wB97M-V def2-TZVPD RIJCOSX def2/J DEFGRID3
* xyz 1 3
C -0.202 -0.728 -0.002
C 0.008 0.591 0.424
F 0.096 -1.814 0.730
O 0.721 -0.374 -0.955
H 0.251 0.724 1.477
H 0.033 1.599 0.002
Pd -0.907 0.002 -1.677
*
```

Here are the Löwdin charges for atoms 1 to 6, given in e: atom 1 (C): -0.5047, atom 2 (C): 0.1534, atom 3 (F): 0.1639, atom 4 (O): -0.1060, atom 5 (H): 0.1320, atom 6 (H): 0.1231

Molecular formula: C2H2GdO
Method: DFT, ωB97M-V/def2-TZVPD

E_HOMO (alpha / beta) = -7.3 / -8.1 eV
calculated total energy = -24982.6135 eV
gap between HOMO and LUMO (alpha / beta) = 6.13 / 6.66 eV

```
! wB97M-V def2-TZVPD RIJCOSX def2/J DEFGRID3
* xyz 0 9
C -2.145 0.668 -0.065
C -1.872 -0.595 -0.036
H -3.037 1.309 -0.043
H -2.411 -1.546 0.069
O 2.047 -0.627 -0.039
Gd 0.369 0.566 -0.019
*
```

Charges per atom according to Löwdin partitioning, unit e: atom 1 (C): -0.3359, atom 2 (C): -0.3017, atom 3 (H): 0.0087, atom 4 (H): 0.0182, atom 5 (O): -0.8501, atom 6 (Gd): 1.4608

Molecular formula: C2H2Hg
Method: DFT, ωB97M-V/def2-TZVPD

E_HOMO (alpha / beta) = -15.0 / -16.6 eV
calculated total energy = -6268.6272 eV
gap between HOMO and LUMO (alpha / beta) = 10.71 / 8.01 eV

```
! wB97M-V def2-TZVPD RIJCOSX def2/J DEFGRID3
* xyz 1 2
H 0.262 -1.175 0.202
C -0.213 -0.156 0.683
C 0.826 0.148 0.087
H 1.606 0.517 -0.568
Hg -2.481 0.666 -0.404
*
```

Charges per atom according to Löwdin partitioning, unit e: atom 1 (H): 0.1317, atom 2 (C): -0.1888, atom 3 (C): 0.0618, atom 4 (H): 0.0986, atom 5 (Hg): 0.8967

Q: calculated total energy of number 3 (C2H2GdO)?
A: -24982.6135 eV